one.
Formula: C19H28MgO
Source: the OMol25 dataset
Level of theory: ωB97M-V/def2-TZVPD

CARTESIAN COORDINATES (ANGSTROEM)
Mg 0.70 -0.64 -0.83
C -0.73 1.99 4.82
C -0.16 0.82 4.02
C -0.30 -0.48 4.80
C -0.79 0.78 2.64
C -1.84 -0.06 2.31
C -2.42 -0.03 1.04
C -1.97 0.85 0.06
C -2.66 0.96 -1.27
C -0.88 1.67 0.39
C -0.32 1.64 1.65
H -0.23 2.08 5.79
H -1.80 1.84 5.00
H -0.61 2.94 4.28
H 0.91 1.01 3.87
H -1.34 -0.68 5.07
H 0.27 -0.42 5.73
H 0.07 -1.34 4.23
H -2.23 -0.76 3.04
H -3.26 -0.68 0.83
H -2.03 0.55 -2.06
H -2.84 2.01 -1.52
H -3.62 0.44 -1.25
H -0.51 2.37 -0.36
H 0.51 2.31 1.88
C 2.78 -1.13 0.12
C 1.84 -0.91 1.15
C 0.85 -1.93 1.06
C 1.19 -2.77 -0.04
C 2.38 -2.27 -0.61
H 3.66 -0.53 -0.07
H 1.88 -0.14 1.90
H 0.01 -2.06 1.72
H 0.65 -3.64 -0.36
H 2.89 -2.69 -1.47
C -0.23 0.91 -4.59
C 0.59 -0.05 -3.72
C 2.07 0.31 -3.82
C 0.38 -1.49 -4.20
O 0.15 0.08 -2.39
H 0.08 0.87 -5.64
H -0.11 1.93 -4.22
H -1.29 0.65 -4.53
H 2.44 0.25 -4.84
H 2.67 -0.37 -3.20
H 2.23 1.33 -3.45
H 0.69 -1.62 -5.24
H -0.68 -1.75 -4.12
H 0.95 -2.18 -3.58

Calculated values
HOMO level (eV): -8.66
Molar mass (g mol⁻¹): 296.74

two.
Formula: C19H28MgO
Source: the OMol25 dataset
Level of theory: ωB97M-V/def2-TZVPD

CARTESIAN COORDINATES (ANGSTROEM)
Mg -0.93 -0.58 -0.69
C 4.15 2.74 -0.73
C 3.60 1.30 -0.80
C 4.74 0.31 -0.59
C 2.44 1.12 0.17
C 2.40 0.09 1.11
C 1.35 -0.02 2.02
C 0.31 0.90 2.03
C -0.77 0.84 3.07
C 0.32 1.90 1.06
C 1.36 2.00 0.14
H 5.00 2.84 -1.40
H 4.47 2.97 0.28
H 3.40 3.47 -1.03
H 3.21 1.15 -1.81
H 5.18 0.43 0.41
H 5.52 0.48 -1.33
H 4.40 -0.72 -0.70
H 3.20 -0.64 1.15
H 1.37 -0.82 2.75
H -1.64 0.32 2.65
H -1.08 1.84 3.37
H -0.44 0.30 3.95
H -0.48 2.64 1.05
H 1.33 2.80 -0.59
C -0.69 -0.17 -2.97
C 0.64 0.11 -2.62
C 1.21 -1.06 -2.08
C 0.24 -2.07 -2.08
C -0.95 -1.53 -2.64
H -1.34 0.47 -3.55
H 1.14 1.06 -2.76
H 2.23 -1.17 -1.73
H 0.41 -3.11 -1.86
H -1.77 -2.12 -3.04
C -3.83 -1.27 2.14
C -3.43 -1.15 0.66
C -4.37 -0.17 -0.04
C -3.54 -2.54 0.01
O -2.11 -0.68 0.59
H -4.84 -1.66 2.23
H -3.79 -0.29 2.62
H -3.14 -1.94 2.65
H -5.41 -0.48 0.07
H -4.12 -0.10 -1.10
H -4.26 0.82 0.41
H -4.50 -3.01 0.24
H -2.74 -3.17 0.38
H -3.45 -2.45 -1.08

Calculated values
HOMO level (eV): -8.44
Molar mass (g mol⁻¹): 296.74

Short version: two is the least stable of them.

one.
Formula: C42H44ClN5O11P2Sr
Source: the OMol25 dataset
Level of theory: ωB97M-V/def2-TZVPD

CARTESIAN COORDINATES (ANGSTROEM)
Sr -0.10 0.19 0.03
C -3.90 3.79 -1.91
C -3.33 2.49 -1.34
C -2.94 1.59 -2.52
P -1.96 2.47 -0.08
C -2.69 3.13 1.50
C -3.94 3.99 1.41
C -1.62 3.83 2.34
C -0.72 3.73 -0.65
C -1.16 5.02 -1.01
C -0.36 5.96 -1.64
C 0.94 5.57 -1.98
C 1.43 4.34 -1.58
C 0.67 3.42 -0.79
N 1.27 2.29 -0.23
C 2.57 2.40 0.25
C 3.13 3.66 0.66
C 4.42 3.79 1.13
C 5.27 2.68 1.25
C 4.73 1.44 0.94
C 3.42 1.26 0.47
P 2.68 -0.41 0.33
C 3.65 -1.31 -0.96
C 5.17 -1.26 -0.93
C 3.18 -0.79 -2.33
C 3.00 -1.24 1.97
C 4.26 -2.10 2.11
C 2.90 -0.26 3.15
H -4.75 3.54 -2.56
H -3.17 4.30 -2.54
H -4.26 4.50 -1.16
H -4.13 1.98 -0.79
H -2.14 2.04 -3.12
H -3.80 1.44 -3.18
H -2.55 0.61 -2.23
H -2.96 2.20 2.03
H -3.73 4.97 0.96
H -4.32 4.18 2.42
H -4.75 3.52 0.84
H -1.35 4.80 1.89
H -0.70 3.25 2.44
H -2.01 4.02 3.35
H -2.18 5.29 -0.78
H -0.74 6.94 -1.89
H 1.58 6.23 -2.56
H 2.44 4.07 -1.83
H 2.50 4.54 0.63
H 4.77 4.77 1.43
H 6.29 2.77 1.61
H 5.33 0.56 1.11
H 3.31 -2.35 -0.85
H 5.52 -0.23 -1.07
H 5.57 -1.85 -1.77
H 5.62 -1.65 -0.01
H 3.58 0.22 -2.50
H 2.10 -0.73 -2.43
H 3.56 -1.44 -3.13
H 2.14 -1.92 2.03
H 5.17 -1.50 2.10
H 4.34 -2.87 1.33
H 4.23 -2.63 3.07
H 3.81 0.34 3.23
H 2.77 -0.83 4.08
H 2.06 0.44 3.06
O -1.12 -1.06 -4.06
C -0.55 -1.18 -2.97
O -0.25 -0.22 -2.16
C -0.16 -2.59 -2.51
C -0.08 -3.55 -3.48
C 0.26 -4.86 -3.18
C 0.52 -5.25 -1.89
C 0.42 -4.32 -0.89
C 0.09 -2.94 -1.11
O 0.03 -2.09 -0.18
N 0.67 -4.87 0.48
O 1.34 -5.89 0.56
O 0.08 -4.38 1.42
N 0.32 -5.88 -4.24
O 0.60 -7.03 -3.93
O 0.07 -5.54 -5.39
H -0.31 -3.26 -4.50
H 0.79 -6.27 -1.66
O -1.73 -0.66 5.84
C -2.33 -1.70 5.30
O -2.86 -2.58 5.95
C -2.31 -1.71 3.81
C -2.91 -2.61 2.95
Cl -3.93 -3.95 3.24
N -2.67 -2.19 1.69
N -1.92 -1.07 1.67
C -1.70 -0.78 2.94
C -0.83 0.43 3.25
O -0.82 0.83 4.44
O -0.23 0.92 2.25
C -3.02 -2.78 0.41
C -2.95 -4.14 0.21
C -3.22 -4.64 -1.07
C -3.54 -3.78 -2.11
C -3.59 -2.41 -1.89
C -3.34 -1.91 -0.62
H -1.34 -0.06 5.13
H -2.64 -4.80 1.01
H -3.14 -5.71 -1.24
H -3.70 -4.18 -3.11
H -3.77 -1.72 -2.71
H -3.35 -0.84 -0.43

Calculated values
Total charge: -2
HOMO level (eV): -2.24
Molar mass (g mol⁻¹): 979.86

two.
Formula: C42H44ClN5O11P2Sr
Source: the OMol25 dataset
Level of theory: ωB97M-V/def2-TZVPD

CARTESIAN COORDINATES (ANGSTROEM)
Sr -0.23 0.65 -0.54
C -5.03 1.03 2.49
C -4.10 0.91 1.28
C -4.78 0.18 0.12
P -2.36 0.29 1.44
C -1.66 1.00 3.01
C -2.14 0.44 4.34
C -1.72 2.53 2.96
C -2.40 -1.50 1.82
C -3.50 -2.18 2.32
C -3.45 -3.53 2.67
C -2.24 -4.19 2.53
C -1.13 -3.55 2.03
C -1.17 -2.19 1.62
N -0.09 -1.50 1.16
C 1.03 -2.10 0.66
C 1.08 -3.30 -0.07
C 2.25 -3.73 -0.67
C 3.42 -2.98 -0.56
C 3.41 -1.81 0.19
C 2.25 -1.38 0.83
P 2.05 0.11 1.86
C 1.78 -0.65 3.55
C 1.83 0.42 4.64
C 2.60 -1.88 3.94
C 3.75 0.86 1.85
C 4.89 0.13 2.56
C 3.69 2.32 2.30
H -5.99 1.44 2.17
H -4.63 1.70 3.25
H -5.23 0.07 2.97
H -3.91 1.94 0.93
H -5.10 -0.82 0.42
H -4.10 0.06 -0.73
H -5.66 0.73 -0.22
H -0.60 0.72 2.90
H -3.18 0.71 4.55
H -1.53 0.85 5.16
H -2.06 -0.64 4.37
H -2.74 2.89 3.11
H -1.36 2.92 2.01
H -1.10 2.96 3.75
H -4.43 -1.65 2.45
H -4.33 -4.03 3.04
H -2.16 -5.23 2.83
H -0.19 -4.08 1.96
H 0.16 -3.85 -0.24
H 2.25 -4.63 -1.26
H 4.33 -3.30 -1.05
H 4.32 -1.24 0.28
H 0.74 -0.98 3.46
H 2.86 0.69 4.88
H 1.36 0.05 5.56
H 1.31 1.33 4.34
H 3.62 -1.60 4.25
H 2.68 -2.59 3.12
H 2.13 -2.39 4.78
H 3.98 0.88 0.77
H 4.81 0.27 3.64
H 5.86 0.54 2.25
H 4.90 -0.94 2.36
H 3.55 2.39 3.38
H 2.87 2.86 1.82
H 4.62 2.84 2.06
O -2.42 -1.35 -3.71
C -2.22 -0.42 -2.93
O -1.64 -0.51 -1.80
C -2.71 0.97 -3.32
C -3.61 1.02 -4.36
C -4.12 2.24 -4.82
C -3.72 3.43 -4.25
C -2.83 3.40 -3.21
C -2.25 2.19 -2.67
O -1.39 2.21 -1.76
N -2.52 4.69 -2.60
O -2.52 5.67 -3.34
O -2.36 4.74 -1.40
N -5.08 2.26 -5.90
O -5.48 3.35 -6.30
O -5.44 1.20 -6.38
H -3.91 0.09 -4.82
H -4.10 4.38 -4.61
O 4.91 3.68 -1.78
C 5.14 2.44 -2.14
O 6.25 2.05 -2.41
C 3.95 1.53 -2.23
C 3.97 0.30 -2.86
Cl 5.32 -0.50 -3.53
N 2.73 -0.24 -2.80
N 1.92 0.55 -2.06
C 2.63 1.62 -1.73
C 2.01 2.73 -0.86
O 2.52 3.86 -0.98
O 1.10 2.39 -0.10
C 2.15 -1.39 -3.46
C 0.91 -1.84 -3.05
C 0.31 -2.92 -3.70
C 0.95 -3.56 -4.73
C 2.19 -3.10 -5.15
C 2.79 -2.01 -4.53
H 3.91 3.84 -1.58
H 0.33 -1.37 -2.28
H -0.69 -3.19 -3.39
H 0.48 -4.40 -5.24
H 2.70 -3.57 -5.98
H 3.73 -1.65 -4.91

Calculated values
Total charge: -2
HOMO level (eV): -2.29
Molar mass (g mol⁻¹): 979.86

Short version: one is the least stable of them.